{"formula": "Cl2H5NSi2", "method": "ωB97M-V/def2-TZVPD", "e_tot_ev": -42373.6471, "e_homo_ev": -10.2, "orbital_gap_ev": 10.6, "lumo_energy_ev": 0.37, "total_charge": 0, "relative_energy_ev": 1.081, "fmax_ev_per_a": 4.96, "symbols": ["H", "H", "N", "Si", "H", "Cl", "H", "H", "Cl", "Si"], "xyz": [[0.771, 0.688, -1.190], [-1.880, -0.663, -1.933], [0.321, 0.180, -0.557], [-1.400, 0.221, -0.841], [-1.859, -0.124, 0.411], [0.963, -2.576, 1.412], [0.530, 0.507, 2.119], [-1.704, 1.634, -0.894], [3.103, 0.202, 0.558], [1.155, -0.068, 0.915]], "mulliken_charge": [0.27, -0.08, -0.12, 0.30, -0.13, -0.43, -0.04, -0.09, -0.15, 0.47]}